Entry 1:
C63H68GeN4O2Zn as an isolated structure in a non-equilibrium geometry. Source: OMol25; level of theory: the ωB97M-V functional and the def2-TZVPD basis.

Summary:
- calculated total energy (Ha) = -6667.25853
- energy relative to the best compared isomer or geometry (same formula, charge and spin) (eV) = 0.000
- HOMO-LUMO gap (Eh) = 0.3156
- E_HOMO (eV) = -8.04
- largest force on an atom (eV Å⁻¹) = 2.40

XYZ file:
```
139
Properties=species:S:1:pos:R:3:forces:R:3
H -2.95066 4.14408 1.19594 -0.05 -0.03 0.03
C 4.67571 0.63363 -0.14062 0.05 0.00 -0.02
H 5.21744 -1.56586 -6.24988 -0.04 -0.02 0.00
C 1.18286 6.18726 3.19518 -0.01 -0.05 0.06
H 4.12475 -2.90029 1.23979 0.00 0.01 -0.01
C 0.79425 -4.74736 -1.26338 -0.22 0.39 -0.39
H -1.87556 4.82178 2.79910 0.02 0.01 -0.03
C 5.03475 -1.59341 -4.08577 -0.08 -0.07 -0.07
C 5.70072 0.00644 0.54447 -0.01 0.01 0.02
C -2.08287 5.72986 -0.88441 0.00 -0.02 0.02
C -3.27759 -1.03721 -1.15289 0.15 -0.23 -0.21
H 3.24818 -3.84479 -0.97584 -0.19 0.08 -0.24
C 1.13059 0.79403 4.93713 0.10 -0.02 0.14
H -3.56039 -1.88242 2.56652 -0.01 0.01 0.01
H 1.10700 -6.81196 -1.82396 -0.02 0.03 -0.01
H 1.36625 -6.69880 0.63757 0.00 0.08 0.02
H -3.73844 -1.11540 -4.13522 -0.01 -0.02 0.04
H -4.46796 4.07721 -0.59910 0.00 -0.02 0.04
C 0.12537 0.44079 2.28395 0.27 -0.63 -0.32
H 2.50698 -1.71195 2.45066 0.08 0.11 0.00
C -2.61749 1.87670 -5.20674 0.00 -0.01 0.00
N -2.88850 1.14501 -0.17517 0.22 0.45 0.25
H 4.83393 1.62363 -0.55411 -0.02 -0.01 0.04
C -0.13576 5.66783 -2.84904 -0.08 -0.07 0.00
H 6.10752 -1.77509 -3.97807 -0.01 0.07 0.02
H 2.41208 -2.62035 -3.94268 -0.14 0.04 -0.11
C -1.38609 1.13848 -3.25885 0.03 -0.02 0.17
C 1.16732 -2.08025 1.06165 -0.69 0.28 0.23
C -3.14046 -0.21211 -4.15467 -0.02 0.10 0.12
H -0.23251 -3.58676 -5.57589 -0.04 0.01 0.01
Zn -0.68543 0.77868 0.37138 -0.33 -0.72 -0.23
H -0.69733 2.38308 2.64860 0.06 0.09 -0.03
C -1.10611 6.66027 -2.88029 0.02 -0.04 -0.01
C -0.98796 3.72033 0.31572 -0.05 0.28 0.11
H 6.64982 0.50777 0.68404 -0.01 0.00 -0.04
H 1.79806 -2.41051 4.79930 0.05 -0.01 -0.02
H 4.87939 -0.51585 -3.96841 0.02 -0.02 0.02
C -1.02763 -2.47638 -3.92743 0.25 -0.14 0.14
C -0.12566 1.57503 3.06457 -0.08 -0.12 0.08
H -2.80555 2.62563 -5.96614 0.03 -0.04 -0.02
C -0.25104 4.57271 1.39685 -0.01 -0.16 -0.03
C -0.97104 -3.56378 -4.78220 0.11 0.01 0.05
H -3.65168 -3.42739 -2.02619 0.07 -0.02 0.04
H -2.83446 7.46170 -1.89840 0.00 -0.03 0.00
H 3.26203 -1.51301 4.37430 0.02 -0.03 0.05
H 3.55826 -1.73251 -5.67842 0.04 -0.03 -0.05
C -2.00000 -1.09047 -2.06218 -0.03 0.25 0.08
H 0.31111 -4.71612 -0.28615 0.02 0.11 -0.09
C -3.38177 0.71685 -5.14830 -0.03 0.02 0.06
C 5.50411 -1.26551 1.06301 0.02 -0.06 0.04
C -4.88150 0.84858 -1.45005 -0.09 0.09 -0.08
C -2.08013 6.68357 -1.89331 -0.04 0.06 0.00
C -2.15187 -0.01137 -3.17917 -0.21 -0.12 0.09
H -3.49200 -2.58078 0.95088 0.02 -0.18 0.34
H 4.00811 -7.41287 -0.74372 0.01 -0.04 0.01
C 1.79229 5.70278 2.04364 -0.01 0.00 -0.01
H 6.29467 -1.76955 1.60367 -0.01 0.00 -0.03
H -4.10801 -1.58800 -1.59065 -0.14 0.18 -0.09
N 1.50815 -1.68814 2.30943 0.24 0.10 -0.23
H 2.76242 1.35104 -1.86927 -0.01 0.00 -0.01
N 2.00449 -1.96277 0.05016 -0.50 -0.02 -0.56
H 0.02065 -4.76332 -2.01661 -0.38 0.06 -0.21
H 2.49372 -1.14320 -2.98571 0.00 -0.02 -0.13
C 4.28419 -1.88951 0.87837 -0.02 -0.08 -0.04
H -0.62176 6.20763 4.35177 0.00 0.00 -0.02
H -0.36040 -1.63753 -4.08043 0.08 0.02 0.03
H 1.56030 0.13455 -1.40085 -0.06 0.08 0.05
H -3.01910 -1.51999 -0.21099 0.04 0.31 -0.88
H -4.17317 0.53777 -5.86686 0.05 0.02 -0.02
C -2.88258 -2.21849 1.78212 0.06 -0.19 0.37
C -0.15710 4.70293 -1.85235 -0.11 -0.15 -0.12
C -3.70422 0.36462 -0.89725 0.08 -0.04 0.03
H 2.45877 -1.20370 5.91208 0.05 -0.02 -0.01
C -4.28854 3.01418 -0.68146 0.00 0.06 0.04
H 4.57370 -3.40505 -3.02224 0.00 0.03 0.04
C 3.13984 -7.65591 -0.12782 -0.09 0.13 0.02
H 1.17314 -4.52143 2.13765 -0.01 -0.02 0.02
C 0.35187 1.76718 4.34986 -0.10 0.14 0.03
C -0.84804 5.06021 2.55514 0.00 -0.02 -0.01
C -1.61911 2.07022 -4.27055 0.06 0.11 0.09
H -6.04883 2.60565 -1.83986 0.02 0.01 -0.01
H 2.53546 -5.80326 -2.02316 -0.05 -0.13 -0.07
H -3.50798 -4.09703 3.56616 0.03 0.00 0.02
H 2.74995 -5.61578 0.44562 -0.04 0.00 0.07
H -0.61618 1.32864 -2.51892 -0.03 -0.01 0.03
C -2.47427 -4.19841 3.25472 -0.01 -0.07 -0.02
C 3.42717 0.03638 -0.31787 -0.06 -0.13 -0.01
C 2.34669 0.79538 -1.02718 -0.16 -0.13 -0.02
C 2.28350 -1.43411 4.86190 -0.08 0.11 0.07
H -2.14453 2.67606 1.76431 -0.25 0.11 0.02
H 0.11625 2.68183 4.88235 0.04 0.00 -0.05
H 1.73455 6.80589 3.89241 -0.01 0.00 -0.03
H -3.55200 -5.34005 -3.51833 0.02 0.00 -0.02
C 1.08257 4.90456 1.16359 0.04 -0.09 -0.01
H 4.66484 -3.11094 -5.59188 -0.01 0.03 -0.03
C -1.98112 -3.29832 2.30970 -0.02 0.16 0.01
C 1.42603 -0.36230 4.23781 -0.03 -0.16 -0.03
H -5.55869 0.17029 -1.95081 0.10 -0.02 -0.09
C -2.87286 -3.44827 -2.77761 0.13 -0.05 0.18
C -1.13023 4.71596 -0.85690 0.08 -0.05 0.01
H 1.56449 4.52305 0.27242 -0.01 -0.01 0.00
H 0.27431 -6.08112 3.82251 0.00 0.02 0.00
H 0.57878 3.90914 -1.83477 -0.01 0.00 0.02
O -0.89242 -0.95039 -1.22273 0.32 0.38 -0.14
C -1.68780 -5.19598 3.80088 0.00 0.04 0.00
C -0.36046 -5.30827 3.40783 0.02 -0.04 0.02
N -0.06915 -2.59378 0.91217 0.49 0.11 -0.15
C 4.59171 -2.02512 -5.48325 0.03 0.05 0.10
O -0.24012 2.62483 -0.05980 0.05 -0.10 -0.13
Ge 1.93008 -3.13137 -1.51161 1.94 -0.97 1.03
H 1.53704 0.93494 5.93285 -0.06 -0.04 0.01
H -2.83008 5.80334 -0.10201 0.03 0.01 -0.01
H -2.10277 -5.87615 4.53357 0.01 0.01 -0.01
C 2.79920 -2.19097 -3.02179 -0.74 0.08 0.08
H 1.88946 1.52438 -0.35354 -0.08 0.04 0.00
C -0.65346 -3.43151 1.91083 0.01 -0.14 0.08
H -1.10357 7.40638 -3.66464 0.01 0.02 0.02
H 3.49490 -7.97395 0.85320 0.02 -0.02 -0.03
C -2.36467 3.28268 0.88468 0.27 -0.03 -0.28
C -1.96273 -2.40328 -2.89301 0.06 -0.01 0.25
C 0.14392 -4.43431 2.46605 0.01 0.05 -0.11
H -2.30913 -1.35999 1.43867 0.07 0.01 0.12
C -3.19182 2.45280 -0.04139 -0.12 -0.12 -0.09
H -1.84344 -5.46185 -5.30759 0.01 0.01 -0.01
C 0.93772 -0.51776 2.93180 -0.23 0.44 0.30
H 2.62126 -8.49846 -0.59036 0.04 -0.01 0.00
C 4.31817 -2.34220 -2.95988 0.02 -0.01 -0.01
C -2.82640 -4.54400 -3.63585 0.04 -0.06 0.01
H 0.63946 5.63526 -3.60546 -0.02 0.03 -0.02
C 2.21043 -6.45076 -0.01349 0.08 -0.12 -0.11
C 3.24608 -1.24588 0.20588 0.03 0.10 0.16
H 2.82324 5.95844 1.82898 -0.01 -0.04 0.01
C -1.87251 -4.61231 -4.63711 -0.06 -0.04 0.04
C -5.15823 2.19890 -1.37732 -0.05 -0.06 0.04
C -0.13579 5.85255 3.45063 0.03 0.03 0.00
H 4.69335 -1.98535 -1.99806 0.00 -0.05 -0.01
H -1.02518 2.97235 -4.30838 0.07 0.07 0.05
H -0.43953 -2.52642 -0.03716 -0.47 0.37 0.00
C 1.67861 -5.99844 -1.36875 0.16 0.14 0.06
```
Positions in Å, forces in eV/Å.

***

Entry 2:
C8H16N9O3Rh as an isolated structure. Source: OMol25; level of theory: the ωB97M-V functional and the def2-TZVPD basis.

Summary:
- calculated total energy (Ha) = -1142.94079
- energy relative to the best compared isomer or geometry (same formula, charge and spin) (eV) = 0.442
- HOMO-LUMO gap (Eh) = 0.2813
- E_HOMO (eV) = -16.42
- largest force on an atom (eV Å⁻¹) = 0.31
- charge = +2

XYZ file:
```
37
Properties=species:S:1:pos:R:3:forces:R:3
N -0.59053 4.58647 -0.78119 0.01 0.01 0.01
H -0.02387 -3.54236 4.48692 0.01 -0.02 0.01
O -1.51274 0.09397 0.56706 -0.05 0.08 0.03
C -1.78163 2.91521 -0.75509 -0.08 0.03 0.05
H -0.89449 -1.84196 -2.06918 0.00 0.00 0.01
C 0.21121 -1.29487 3.00627 0.04 0.08 0.01
H -2.61115 2.23884 -0.87088 0.00 -0.01 -0.01
N -1.09889 -1.42511 3.11285 0.08 -0.04 -0.07
N 1.10293 -1.93172 3.74919 -0.02 -0.03 0.00
H -0.78582 6.33297 -1.61920 0.00 0.00 0.00
H -1.49592 -2.07342 3.77371 -0.05 0.02 -0.01
H 2.14921 0.31183 -0.10947 -0.01 -0.07 -0.07
H 1.68016 -3.55115 4.91477 0.00 0.00 0.00
H 2.93997 -0.97654 4.23058 0.01 0.01 -0.01
Rh 0.08562 1.04679 0.91289 0.00 -0.26 0.17
H -1.69717 -1.04334 2.39181 -0.05 -0.02 0.02
H -0.93073 -0.08663 -2.12764 0.02 0.01 0.00
H 3.08054 -2.31938 3.07837 -0.01 -0.01 0.00
H 0.58736 -2.42595 5.74061 -0.01 0.01 -0.01
O -2.40920 -1.80685 -0.06130 0.00 0.06 -0.04
N 0.13536 3.71453 -0.16720 -0.02 0.06 -0.07
N -1.77668 4.16976 -1.16922 0.01 -0.03 0.01
C 0.81029 -2.91157 4.79107 0.00 0.02 0.00
H 1.40051 -1.10052 -2.02246 0.00 -0.01 0.01
H 1.27087 1.08722 -1.29771 -0.06 0.01 0.01
O 2.96500 0.07391 1.57968 -0.04 0.02 0.01
C -0.67988 -0.94302 -1.49409 -0.05 0.03 -0.05
N -0.21335 5.89008 -0.90868 0.01 0.01 -0.01
N 0.80432 -0.44677 2.10657 -0.08 0.05 -0.02
C 2.44757 -1.49218 3.40304 0.01 -0.01 -0.02
C 2.17069 -0.53570 2.26704 -0.01 -0.01 0.02
H 1.03860 -1.69675 -0.40337 -0.01 0.01 0.01
C -1.60578 -0.95789 -0.29510 0.11 -0.17 0.13
C 0.79500 -0.92533 -1.13178 0.04 -0.04 0.00
N -0.62480 2.62358 -0.14725 0.10 0.06 -0.09
N 1.21996 0.38194 -0.56202 0.10 0.14 -0.02
H 0.78222 5.96174 -1.08448 0.00 0.00 0.01
```
Positions in Å, forces in eV/Å.